Version i
Density functional theory data (ωB97M-V with the def2-TZVPD basis set) for one molecule with the formula C5H6OS.

* HOMO energy: -8.9 eV
* E_LUMO: -1.176 eV
* frontier orbital gap: 7.717 eV
* multiplicity: 1
* structure (SMILES): S=CC1=CCOC1

Each line ends with the Mulliken charge.
Element x y z (Å)
S: 0.9312 -3.0146 -1.0134  -0.20
C: 0.5173 -2.0522 0.2887  -0.45
C: -0.0031 -0.6196 0.0921  0.36
C: 0.2561 0.1176 -1.0467  -0.34
C: 0.0143 1.5796 -0.7022  -0.43
O: -0.6827 1.5835 0.5965  -0.34
C: -0.5955 0.3863 1.1254  -0.47
H: 0.1925 -2.6030 1.1584  0.33
H: 0.5233 -0.1605 -1.9994  0.50
H: -0.4866 2.3062 -1.3075  0.31
H: 1.0485 2.1229 -0.4138  0.18
H: -0.0497 0.2925 2.1159  0.29
H: -1.6658 0.0613 1.1059  0.26


Version ii
Density functional theory data (ωB97M-V with the def2-TZVPD basis set) for one molecule with the formula C5H6OS.

* HOMO energy: -8.7 eV
* E_LUMO: -0.505 eV
* frontier orbital gap: 8.236 eV
* multiplicity: 1
* structure (SMILES): C=CO/C=C/C=S

Each line ends with the Mulliken charge.
Element x y z (Å)
C: 0.1517 -2.2742 -0.7299  -0.49
C: 0.4416 -1.7874 0.4421  -0.12
O: 1.1572 -0.6688 0.7605  -0.31
C: 0.7603 0.6184 0.4367  0.05
C: -0.2550 1.1617 -0.1298  -0.09
C: -0.8845 2.4921 0.0451  -0.26
S: 0.0574 3.8010 0.1535  -0.23
H: -0.4419 -3.3258 -1.0557  0.21
H: 0.1196 -1.6936 -1.6854  0.25
H: 0.2403 -2.3263 1.3845  0.29
H: 1.5064 1.2268 0.9770  0.31
H: -0.9084 0.2295 -0.5440  0.08
H: -1.9447 2.5468 -0.0547  0.32


Referenced to the most stable arrangement, the calculated values in kcal/mol are version i 0.0; version ii 15.9.


Version i
Density functional theory data (ωB97M-V with the def2-TZVPD basis set) for a 2-piece molecular cluster, ClNO4S overall.

* HOMO energy (spin up / spin down): -11.2 / -11.2 eV
* E_LUMO (spin up / spin down): -2.500 / -2.501 eV
* frontier orbital gap (spin up / spin down): 8.748 / 8.746 eV
* multiplicity: 1

Each line ends with the Mulliken charge.
Element x y z (Å)
N: 0.8694 -1.4189 0.7243  0.68
O: -0.0298 -0.6529 0.8461  -0.40
O: 1.3785 -1.8596 -0.2644  -0.21
O: -0.4501 2.1155 1.3057  -0.40
O: -1.9215 1.6211 -0.5724  -0.41
S: -0.5877 1.6259 -0.0361  0.80
Cl: 0.7412 -1.4311 -2.0032  -0.06


Version ii
Density functional theory data (ωB97M-V with the def2-TZVPD basis set) for one molecule with the formula ClNO4S.

* HOMO energy: -11.0 eV
* E_LUMO: -1.543 eV
* frontier orbital gap: 9.503 eV
* multiplicity: 1
* structure (SMILES): O=NOS(=O)(=O)Cl

Each line ends with the Mulliken charge.
Element x y z (Å)
O: 1.8313 0.2531 -0.1792  -0.37
N: 1.6447 -0.8948 -0.0483  0.44
O: 0.4339 -1.2345 0.3294  -0.19
S: -0.6106 0.3878 0.0139  1.03
O: -0.5309 1.1364 1.2131  -0.41
O: -0.4039 0.9350 -1.3065  -0.40
Cl: -2.3645 -0.5830 -0.0225  -0.10


Referenced to the most stable arrangement, the calculated values in kcal/mol are version i 21.1; version ii 0.0.


Version i
Density functional theory data (ωB97M-V with the def2-TZVPD basis set) for C9H10N2O2P as an isolated structure.

* HOMO energy: -4.8 eV
* E_LUMO: 3.459 eV
* frontier orbital gap: 8.250 eV
* multiplicity: 1
* charge: -1

Each line ends with the Mulliken charge.
Element x y z (Å)
C: 2.0351 0.8005 0.4057  -0.55
C: 0.0447 -1.5762 -1.0952  -0.39
C: -0.9803 -1.0553 -1.7418  -0.67
C: 1.0724 1.7842 0.0109  -0.27
C: 1.6859 -0.4958 0.4758  -0.04
C: 2.6791 -1.5793 1.0208  0.36
C: 0.2685 -0.8994 0.2277  -0.03
C: -0.7365 0.2738 0.2062  1.52
C: -1.5497 0.3592 1.4947  -1.85
N: -0.1867 1.5834 -0.0715  -0.57
N: -1.6360 0.0618 -0.9405  -0.13
O: 3.8641 -1.4386 0.7167  -0.73
O: 2.1157 -2.4075 1.7504  -0.71
P: -1.7270 1.5759 -1.7695  -0.21
H: 3.0576 1.1005 0.5825  0.42
H: 0.6615 -2.3951 -1.4169  0.47
H: -1.4287 -1.2923 -2.6864  0.43
H: 1.4121 2.7810 -0.2553  0.39
H: 0.0187 -1.6121 1.0248  0.43
H: -2.2395 1.2004 1.4401  0.39
H: -0.8755 0.5069 2.3377  0.32
H: -2.1139 -0.5606 1.6371  0.40
H: -2.5863 2.1564 -0.8297  -0.01
H: -2.8554 1.1281 -2.5244  0.01


Version ii
Density functional theory data (ωB97M-V with the def2-TZVPD basis set) for an isolated ion of composition C9H10N2O2P and charge -1.

* HOMO energy: -4.6 eV
* E_LUMO: 3.329 eV
* frontier orbital gap: 7.909 eV
* multiplicity: 1
* charge: -1
* structure (SMILES): CC1=NC=C[C@]2(C(=O)[O-])[C@H](/C=N/P)[C@H]12

Each line ends with the Mulliken charge.
Element x y z (Å)
C: -1.2403 -1.3273 -1.8896  -1.23
C: -0.6224 -0.9224 -0.5726  0.63
N: -1.1628 -1.2265 0.5938  -0.57
C: -0.5081 -0.8714 1.7086  -0.07
C: 0.7519 -0.3858 1.8662  -1.00
C: 1.4984 -0.1444 0.6270  0.94
C: 3.0154 -0.5021 0.7006  0.47
O: 3.4355 -0.5347 1.8527  -0.75
O: 3.5844 -0.6298 -0.3751  -0.74
C: 1.1505 1.0502 -0.3046  -0.71
C: 0.0116 1.9657 -0.2520  -0.43
N: -1.1562 1.6536 0.0421  0.13
P: -2.6739 1.8022 -0.2873  -0.37
C: 0.7696 -0.3429 -0.6697  -0.07
H: -0.3934 -1.6671 -2.5248  0.36
H: -1.8081 -0.4503 -2.2703  0.19
H: -1.9265 -2.1307 -1.6751  0.35
H: -1.0689 -1.1106 2.5888  0.40
H: 1.0912 -0.3107 2.8908  0.39
H: 1.9931 1.4853 -0.8628  0.44
H: 0.2485 3.0133 -0.3630  0.41
H: -3.3372 1.9426 0.9124  0.00
H: -3.0253 0.3183 -0.1632  0.00
H: 1.3732 -0.6744 -1.5730  0.21


Referenced to the most stable arrangement, the calculated values in kcal/mol are version i 0.0; version ii 37.4.


Version i
Density functional theory data (ωB97M-V with the def2-TZVPD basis set) for one molecule with the formula H3NO2S.

* HOMO energy: -9.8 eV
* E_LUMO: 0.545 eV
* frontier orbital gap: 10.372 eV
* multiplicity: 1
* structure (SMILES): NOOS

Each line ends with the Mulliken charge.
Element x y z (Å)
N: 1.3444 0.0692 -0.2715  -0.37
O: 0.1188 -0.8616 -0.4894  -0.15
O: -0.8693 -0.6352 0.5061  -0.18
S: -2.2339 0.1125 -0.0079  0.01
H: 1.6149 -0.0873 0.6943  0.28
H: 0.9861 1.0117 -0.3943  0.26
H: -2.8935 -0.9876 -0.4295  0.15


Version ii
Density functional theory data (ωB97M-V with the def2-TZVPD basis set) for H3NO2S as an isolated structure.

* HOMO energy: -11.0 eV
* E_LUMO: -0.137 eV
* frontier orbital gap: 10.913 eV
* multiplicity: 1

Each line ends with the Mulliken charge.
Element x y z (Å)
N: -0.8311 -0.2813 0.4924  -0.48
O: 1.5284 0.5963 0.8351  -0.49
O: 1.0182 -0.7094 -1.1535  -0.50
S: 0.6147 0.2447 -0.1894  0.74
H: -0.7725 -0.8792 1.3004  0.26
H: -1.4155 -0.5322 -0.2577  0.28
H: -0.1421 1.5611 -1.0273  0.19


Version iii
Density functional theory data (ωB97M-V with the def2-TZVPD basis set) for a 2-piece molecular cluster, H3NO2S overall.

* HOMO energy: -10.0 eV
* E_LUMO: 0.330 eV
* frontier orbital gap: 10.323 eV
* multiplicity: 1

Each line ends with the Mulliken charge.
Element x y z (Å)
N: 1.0222 0.0025 -0.0950  -0.74
O: -1.5019 -1.3036 0.4329  -0.41
O: -1.7883 1.1792 0.1311  -0.46
S: -1.3631 -0.1477 -0.3711  0.73
H: 1.0665 0.5904 0.6854  0.30
H: 1.2890 -0.9629 0.0618  0.29
H: 1.2756 0.6422 -0.8451  0.30


Referenced to the most stable arrangement, the calculated values in kcal/mol are version i 105.0; version ii 34.1; version iii 0.0.


Version i
Density functional theory data (ωB97M-V with the def2-TZVPD basis set) for an isolated ion of composition C4H10NO and charge -2.

* HOMO energy (spin up / spin down): 4.2 / 0.4 eV
* E_LUMO (spin up / spin down): 7.191 / 7.093 eV
* frontier orbital gap (spin up / spin down): 2.988 / 6.734 eV
* multiplicity: 2
* charge: -2

Each line ends with the Mulliken charge.
Element x y z (Å)
C: 0.0396 -1.7608 -1.2037  -4.04
N: 0.1028 -0.3088 -1.3060  0.55
C: 0.9404 0.3221 -0.2933  -1.50
C: 0.2976 0.5471 1.0909  -0.33
C: -1.0461 1.3168 1.0644  -0.52
O: -1.3477 1.9671 2.2077  -0.87
H: -0.3291 -2.1758 -2.1546  1.51
H: -0.5406 -2.1856 -0.3705  0.43
H: 1.0323 -2.2224 -1.0876  0.63
H: -0.7945 0.0517 -1.3028  0.18
H: 1.2119 1.3143 -0.6053  0.32
H: 1.8444 -0.2866 -0.2675  0.63
H: 0.3357 -0.3502 1.7137  0.51
H: 1.0152 1.1912 1.6263  0.30
H: -0.9209 1.9740 0.1478  0.13
H: -1.8410 0.6059 0.7405  0.08


Version ii
Density functional theory data (ωB97M-V with the def2-TZVPD basis set) for an isolated ion of composition C4H10NO and charge -2.

* HOMO energy (spin up / spin down): 4.5 / 0.2 eV
* E_LUMO (spin up / spin down): 7.180 / 7.085 eV
* frontier orbital gap (spin up / spin down): 2.665 / 6.861 eV
* multiplicity: 2
* charge: -2

Each line ends with the Mulliken charge.
Element x y z (Å)
C: 2.1251 1.1834 -0.5365  -4.20
C: 0.6805 0.5556 -0.5521  0.05
N: 0.5544 -0.6608 0.2806  -0.48
C: -0.8128 -1.2897 0.0969  -0.79
C: -2.0388 -0.5562 0.7338  -0.42
O: -1.9221 0.7384 1.1113  -0.88
H: 1.9319 2.2705 -0.5414  0.73
H: 2.7108 0.9333 0.3699  1.06
H: 2.6235 0.9604 -1.5145  0.73
H: 0.2871 0.4631 -1.5647  0.54
H: 0.0237 1.3552 -0.1574  0.30
H: 0.4666 -0.2621 1.2172  0.24
H: -0.7546 -1.5090 -0.9757  0.52
H: -0.6415 -2.2447 0.6414  0.24
H: -2.4945 -1.1103 1.5475  0.26
H: -2.7392 -0.8271 -0.1565  0.11


Referenced to the most stable arrangement, the calculated values in kcal/mol are version i 0.0; version ii 18.6.


Version i
Density functional theory data (ωB97M-V with the def2-TZVPD basis set) for BaCl5O20 as an isolated structure.

* HOMO energy: -2.0 eV
* E_LUMO: 6.254 eV
* frontier orbital gap: 8.277 eV
* multiplicity: 1
* charge: -3

Each line ends with the Mulliken charge.
Element x y z (Å)
Ba: -0.7329 -0.2038 0.1942  1.94
Cl: 2.5150 -2.6242 -1.0341  1.59
O: 2.8068 -3.8085 -0.3798  -0.63
O: 3.4183 -1.5768 -0.9655  -0.62
O: 2.2155 -2.7932 -2.4178  -0.64
O: 1.3708 -2.1038 -0.2579  -0.65
Cl: -1.1653 -0.0359 -3.9452  1.56
O: -0.6787 0.1827 -2.5744  -0.61
O: -1.3020 1.2592 -4.6580  -0.65
O: -0.4715 -1.1302 -4.6538  -0.61
O: -2.5020 -0.5189 -3.9148  -0.69
Cl: 1.6003 -1.1655 3.4255  1.55
O: 2.5485 -1.7801 2.5274  -0.54
O: 0.3962 -1.0961 2.7025  -0.69
O: 1.4402 -2.1312 4.5458  -0.70
O: 1.7001 0.2349 4.0160  -0.62
Cl: -4.9783 1.0644 0.8356  1.65
O: -5.1318 1.5479 2.1084  -0.66
O: -5.2022 2.1010 -0.0557  -0.66
O: -3.6151 0.5205 0.5901  -0.65
O: -5.9423 0.0745 0.7505  -0.67
Cl: 2.3872 2.8711 0.5825  1.61
O: 3.4404 2.1496 -0.0112  -0.63
O: 2.5680 2.8364 1.9591  -0.65
O: 2.0494 4.1433 0.2442  -0.60
O: 1.2654 1.9825 0.3863  -0.71


Version ii
Density functional theory data (ωB97M-V with the def2-TZVPD basis set) for BaCl5O20 as an isolated structure.

* HOMO energy: -2.3 eV
* E_LUMO: 6.661 eV
* frontier orbital gap: 8.936 eV
* multiplicity: 1
* charge: -3

Each line ends with the Mulliken charge.
Element x y z (Å)
Ba: -0.4134 -0.1159 0.3153  1.88
Cl: 0.2431 -3.6277 -1.5029  1.55
O: 1.0394 -3.0894 -2.6259  -0.59
O: -0.0850 -2.6523 -0.3917  -0.68
O: -1.0267 -3.9715 -2.0797  -0.65
O: 0.7038 -4.8181 -0.7609  -0.63
Cl: -2.2654 0.9693 -2.2546  1.94
O: -0.8219 0.7325 -2.3151  -0.75
O: -2.7718 0.6421 -0.9049  -0.81
O: -2.6231 2.3287 -2.4549  -0.64
O: -3.0518 0.1748 -3.1848  -0.69
Cl: -1.0423 3.1986 1.5649  1.74
O: 0.3658 3.0371 1.6148  -0.67
O: -1.3636 3.8839 0.4193  -0.57
O: -1.7907 1.9210 1.5165  -0.70
O: -1.2712 4.0372 2.7565  -0.73
Cl: 4.3978 1.2572 -1.4546  1.59
O: 4.8144 2.1172 -0.3363  -0.66
O: 4.7880 1.9032 -2.7123  -0.67
O: 4.9564 -0.0687 -1.3774  -0.65
O: 2.9206 1.1066 -1.4625  -0.58
Cl: -1.1565 -1.7936 3.5572  1.65
O: -2.2477 -0.9228 3.4675  -0.61
O: -1.5801 -3.0695 3.0545  -0.61
O: -0.0811 -1.3048 2.6193  -0.76
O: -0.6373 -1.8751 4.9328  -0.68


Referenced to the most stable arrangement, the calculated values in kcal/mol are version i 56.0; version ii 0.0.